Formula: C6H5N
Source: the OMol25 dataset
Level of theory: ωB97M-V/def2-TZVPD

Properties
Kohn-Sham gap ... 9.83 eV
ΔE to the lowest compared entry with this formula, charge and spin ... 87.09 kJ/mol
E_HOMO ... -9.297 eV
Maximum force ... 5.51 eV/A
M ... 91.1 Da
Net charge ... 0

Each atom is followed by the atoms it is bonded to, with distances in Å.
Cartesian coordinates (Å):
1 N -3.02 -0.13 -0.68  C3 1.200
2 C -0.70 0.07 0.62  C3 1.491, H6 1.077, C7 1.539, C10 1.505
3 C -2.05 0.09 -0.01  N1 1.200, C2 1.491
4 H 2.22 -1.41 -0.60  C8 1.122
5 C 1.34 0.63 -0.40  C8 1.521, H9 1.097, C10 1.362
6 H -0.85 0.27 1.67  C2 1.077
7 C 0.04 -1.19 0.16  C2 1.539, C8 1.351, H11 1.103
8 C 1.26 -0.89 -0.35  H4 1.122, C5 1.521, C7 1.351
9 H 2.04 1.32 -0.88  C5 1.097
10 C 0.18 1.17 0.07  C2 1.505, C5 1.362, H12 1.130
11 H -0.39 -2.19 0.36  C7 1.103
12 H -0.07 2.27 0.06  C10 1.130

=====

Formula: C6H5N2O
Source: the OMol25 dataset
Level of theory: ωB97M-V/def2-TZVPD

Properties
Kohn-Sham gap (alpha / beta) ... 7.20 / 6.66 eV
ΔE to the lowest compared entry with this formula, charge and spin ... 679.53 kJ/mol
E_HOMO (alpha / beta) ... -13.543 / -12.988 eV
Maximum force ... 4.15 eV/A
M ... 121.1 Da
Net charge ... +1

Each atom is followed by the atoms it is bonded to, with distances in Å.
Cartesian coordinates (Å):
1 C 1.88 0.14 -0.66  C5 1.358, N7 1.394, H9 1.000
2 C -2.49 0.87 0.75  C10 1.265, H11 1.070
3 C 0.04 1.71 -0.41  H6 1.048, N7 1.242
4 O -2.94 -0.87 -0.85  C10 1.146
5 C 1.99 -1.14 -0.22  C1 1.358, C12 1.473, H13 1.045
6 H -0.01 2.75 -0.57  C3 1.048
7 N 0.63 0.63 -0.28  C1 1.394, C3 1.242, N8 1.442
8 N -0.05 -0.42 0.44  N7 1.442, C12 1.258
9 H 2.55 0.67 -1.19  C1 1.000
10 C -2.74 -0.08 -0.05  C2 1.265, O4 1.146
11 H -2.69 1.41 1.65  C2 1.070
12 C 0.75 -1.39 0.52  C5 1.473, N8 1.258, H14 1.120
13 H 2.64 -1.96 -0.20  C5 1.045
14 H 0.43 -2.32 1.07  C12 1.120